Molecular formula: C23H48BGeN6O5Rb
Method: DFT, wB97M-V/def2-TZVPD

Geometry as XYZ:
```
85
Properties=species:S:1:pos:R:3:nbo_charge:R:1
Rb -0.41253 0.88016 0.32095 0.91
Ge -1.24963 -2.11284 2.34665 1.74
O -2.63073 -1.33624 1.33075 -0.86
O -4.14793 4.42936 0.43955 -0.74
O -0.52193 -0.50104 3.02085 -0.89
O -3.00273 2.56616 -0.11145 -0.82
O -0.03133 -2.35794 0.91735 -0.88
N 1.21367 3.60106 0.31325 -0.33
N -0.34093 1.00126 -2.79715 -0.68
N 2.21847 3.98746 -0.46845 -0.30
N 2.81527 0.61396 -0.85365 -0.33
N 0.35087 -0.20114 -3.05725 -0.51
N 3.41027 1.80026 -0.78125 -0.29
C 0.56307 -1.39384 5.00045 -0.63
C 3.54827 -0.23094 -0.14155 -0.09
C 0.80307 4.67556 0.97245 -0.07
C 0.63327 -0.49224 -4.46935 0.10
C -0.09903 -3.30194 -0.10385 0.26
C 0.28167 1.06766 4.57835 -0.62
C -4.65193 -0.55514 0.40455 -0.62
C -4.64883 -1.97974 2.48285 -0.62
C 0.52217 -0.30264 3.91945 0.27
C 2.46077 5.29356 -0.30365 -0.04
C 1.27487 -3.31964 -0.79765 -0.61
C 1.56237 0.55196 -5.10615 -0.63
C -0.38403 -4.70454 0.45685 -0.63
C 4.65257 0.42056 0.40835 -0.38
C -3.89673 -0.89054 1.70205 0.26
C 1.29877 -1.86774 -4.49965 -0.61
C -0.69373 -0.57454 -5.23625 -0.62
C -3.27193 3.58456 0.51325 0.67
C 1.87627 -0.28924 3.19935 -0.64
C -1.18513 -2.95374 -1.12915 -0.64
C 1.56297 5.79176 0.62045 -0.38
C 4.51517 1.72186 -0.03075 -0.03
C -3.83753 0.37626 2.56025 -0.64
B 2.90337 3.05976 -1.49835 0.20
H 0.33777 -4.94234 1.23555 0.21
H -0.32243 -5.44724 -0.33595 0.21
H -0.66553 1.06146 5.11465 0.21
H 0.66087 -2.58844 -3.99775 0.21
H 0.80387 -2.34674 4.53505 0.20
H -0.01593 4.61976 1.66635 0.20
H 2.25497 -1.83914 -3.98665 0.21
H -4.68043 -2.90484 1.91135 0.20
H 3.84637 3.64966 -1.95755 -0.07
H -1.11783 0.40766 -5.43035 0.21
H -2.12863 -2.82474 -0.60515 0.22
H 1.31657 -1.15864 5.74645 0.22
H -1.28853 -3.76174 -1.85245 0.20
H -4.84003 0.65176 2.88005 0.21
H 1.12257 1.54746 -5.07335 0.21
H -1.38233 -4.72464 0.89025 0.20
H 2.11237 2.72476 -2.33555 -0.08
H -5.66113 -1.64674 2.69775 0.21
H 1.75697 0.30636 -6.14765 0.20
H -3.21573 0.19906 3.43465 0.20
H 1.98147 -1.20094 2.61515 0.22
H -4.12633 -2.17894 3.41835 0.19
H 1.46277 -2.19174 -5.52465 0.20
H 2.50847 0.58706 -4.56975 0.22
H 1.08577 1.30866 5.26955 0.21
H 0.23217 1.83506 3.80425 0.22
H -1.22683 0.99276 -3.29235 0.35
H 1.94027 0.56536 2.52605 0.23
H 1.46557 6.79866 0.97685 0.21
H -0.53903 -1.06154 -6.19525 0.20
H 1.22567 -0.14654 -2.53095 0.39
H 5.13777 2.58146 0.13525 0.21
H -5.66143 -0.22004 0.62975 0.21
H 2.68487 -0.22784 3.92495 0.21
H -4.69353 -1.42434 -0.24695 0.20
H -0.93653 -2.02774 -1.64715 0.24
H 3.24187 5.78786 -0.85055 0.20
H -3.41463 1.18846 1.97505 0.25
H 3.28227 -1.26854 -0.07985 0.19
H 0.19227 1.82766 -3.08155 0.35
H -4.12053 0.24096 -0.11015 0.26
H -2.50913 3.78376 1.37995 -0.05
H 1.48347 -2.33354 -1.20315 0.23
H 1.29197 -4.05424 -1.60125 0.21
H -1.41203 -1.15804 -4.66565 0.22
H 5.42957 0.00896 1.02335 0.21
H -0.40733 -1.48104 5.48115 0.21
H 2.04687 -3.57144 -0.07285 0.20
```

Calculated values
Multiplicity   2
Energy   -101659.5270 eV
LUMO (alpha / beta)   0.06668 / -0.03298 hartree
Strongest force on any atom   3.29 eV/A
HOMO-LUMO gap (alpha / beta)   0.235 / 0.135 Ha
Net charge   -1



Molecular formula: C26H27ClIN4O3PrSSi
Method: DFT, wB97M-V/def2-TZVPD

Geometry as XYZ:
```
65
Properties=species:S:1:pos:R:3:nbo_charge:R:1
Pr -0.01486 -0.27365 -0.17231 1.52
I -5.49579 0.70333 -2.05587 0.17
Cl 1.05267 -0.00129 8.67190 -0.01
S 1.02351 -2.18861 -2.06681 -0.14
Si -0.29145 1.49914 -3.48756 1.78
O -1.57637 -2.00804 -0.70353 -0.65
O 0.05858 -1.12119 2.13508 -0.73
O 0.64695 1.02024 2.08015 -0.71
N -1.06289 -3.25513 -0.75534 0.00
N 2.13794 0.80597 -0.58949 -0.62
N 0.44681 1.53005 -1.91461 -1.17
N -2.25464 0.74280 0.80385 -0.49
C -0.73846 3.21835 -4.29458 -1.10
C 1.75550 1.58180 -1.64837 0.44
C -4.22805 1.32519 -0.47658 -0.17
C -0.01998 -1.09543 6.39803 -0.24
C 4.40492 1.34548 -1.02356 -0.32
C 0.61843 -4.83920 -1.34642 -0.24
C -2.26686 2.09276 1.23424 0.06
C -0.04688 -5.78364 -0.62140 -0.16
C 2.70579 2.28431 -2.41898 -0.32
C 4.01347 2.12040 -2.06985 -0.14
C 0.21191 -3.46967 -1.30729 0.05
C 0.58106 1.24379 6.26619 -0.24
C 0.36109 0.08973 7.04260 -0.01
C -1.85011 -4.21754 -0.17812 0.04
C 0.86662 0.67366 -4.77662 -1.12
C 0.36184 -0.05527 2.73957 0.79
C 0.36529 -0.04316 4.25537 -0.16
C 0.59999 1.19386 4.89591 -0.16
C 3.82600 -0.17937 0.96320 -0.64
C 0.01502 -1.23231 4.98662 -0.16
C -3.19578 3.02097 0.83175 -0.24
C -1.76231 0.29217 -3.42338 -1.10
C 3.41203 0.67392 -0.19837 0.31
C -3.34897 0.36265 -0.00320 0.02
C -4.29480 2.57615 0.07281 -0.17
C -1.32793 -5.51168 -0.03385 -0.27
H 0.44853 0.74468 -5.78314 0.23
H -5.14484 3.20861 -0.06829 0.24
H 0.79984 2.07649 4.30497 0.24
H -0.84134 4.01430 -3.53529 0.23
H 0.79263 -0.34571 -4.49583 0.23
H -1.49249 2.38081 2.01895 0.25
H 4.40521 -1.00028 0.63818 0.23
H -2.83958 -3.93266 0.04916 0.23
H 4.71670 2.58261 -2.73643 0.21
H 0.28135 -6.79104 -0.45796 0.22
H 0.86930 2.13776 6.78320 0.22
H 1.65806 -4.96183 -1.72209 0.24
H 0.16041 3.37988 -4.94512 0.23
H -1.94306 -6.37522 0.31040 0.23
H -1.37022 -0.71258 -3.47016 0.25
H 4.37814 0.51006 1.69370 0.24
H 2.91103 -0.48571 1.47612 0.23
H -0.29004 -1.98828 7.00061 0.23
H -2.32758 0.48080 -4.35444 0.24
H -3.08645 4.04140 1.25074 0.24
H 2.32029 3.00969 -3.13507 0.22
H 1.94725 0.99902 -4.79585 0.24
H 5.41269 1.30398 -0.72138 0.21
H -0.14189 -2.19581 4.45747 0.25
H -2.27421 0.43441 -2.47439 0.22
H -1.64953 3.06622 -4.80948 0.23
H -3.38950 -0.70318 -0.28979 0.26
```

Calculated values
Multiplicity   3
Energy   -92910.8376 eV
LUMO (alpha / beta)   -0.01550 / -0.01520 hartree
Strongest force on any atom   3.70 eV/A
HOMO-LUMO gap (alpha / beta)   0.252 / 0.253 Ha
Relative energy (zero: lowest compared OMol25 entry of this formula, charge and spin)   46.5 kJ/mol



Question: Which of these has the lowest multiplicity?
Answer: C23H48BGeN6O5Rb



Question: Which value of multiplicity does entry 2 give?
Answer: 3



Question: Number 2 is which compound?
Answer: C26H27ClIN4O3PrSSi



Question: energy of number 1 (C23H48BGeN6O5Rb)?
Answer: -101659.5270 eV